ORCA calculation (ωB97M-V with the def2-TZVPD basis set) on an isolated ion of composition BrHNO3S and charge -1 in a non-equilibrium geometry.

Last column: natural (NBO) charge in e.
Cartesian coordinates (Å):
N -2.7195 -0.8296 0.2882  -0.824
O 2.2174 -0.3296 0.8795  -0.965
O 1.5273 1.9756 0.5338  -0.966
O 1.5712 0.4864 -1.3539  -0.971
S 1.4672 0.6162 0.0726  2.171
Br -1.1230 -0.1665 -0.3913  0.259
H -2.9406 -1.7525 -0.0290  0.297

Values from the calculation:
Electronic energy (hartree): -3253.22561
Total charge: -1
HOMO-LUMO gap (alpha / beta) (eV): 5.75 / 8.72
HOMO level (alpha / beta) (eV): -3.28 / -5.48

ORCA calculation (ωB97M-V with the def2-TZVPD basis set) on BrHOS as an isolated structure in a non-equilibrium geometry.

Last column: natural (NBO) charge in e.
Cartesian coordinates (Å):
O 0.6881 -0.1194 -0.4433  -0.722
S 1.7375 -1.8175 0.6594  0.285
Br 0.4314 -3.3851 -0.0882  -0.007
H -0.0847 -0.5580 -0.7132  0.444

Values from the calculation:
Electronic energy (hartree): -3047.93360
Total charge: 0
HOMO-LUMO gap (alpha / beta) (eV): 7.48 / 7.43
HOMO level (alpha / beta) (eV): -9.83 / -9.83

ORCA calculation (ωB97M-V with the def2-TZVPD basis set) on a 2-piece molecular cluster, BrIS overall in a non-equilibrium geometry.

Last column: natural (NBO) charge in e.
Cartesian coordinates (Å):
S 0.2675 -0.1927 -0.0010  0.081
Br 1.4478 1.4574 0.0009  0.100
I -3.5500 0.0548 0.0007  -0.181

Values from the calculation:
Electronic energy (hartree): -3269.78448
Total charge: 0
HOMO-LUMO gap (alpha / beta) (eV): 4.33 / 4.32
HOMO level (alpha / beta) (eV): -8.64 / -8.64